Record 1
Formula: C4H11Cl2FeO4Tc
Source: the Open Molecules 2025 dataset
Level of theory: the ωB97M-V functional and the def2-TZVPD basis

Properties
highest occupied orbital energy (spin up / spin down): -0.2279 / -0.2964 Eh
orbital gap (spin up / spin down): 5.54 / 4.25 eV
energy above the lowest of the compared OMol25 structures with the same formula, charge and spin: 17.9 kcal per mole
spin multiplicity: 9
electronic energy: -2724.3122 Ha
total charge: 0

Element x y z (Å)
Fe (-1.10, 0.69, 1.41)
Cl (0.62, -0.69, 0.93)
C (-0.51, 2.70, 1.31)
H (-1.44, 3.29, 1.22)
H (0.14, 2.80, 0.42)
H (0.06, 2.95, 2.22)
Tc (1.00, -0.95, -1.44)
C (2.91, -0.14, -1.27)
C (0.74, -3.00, -1.16)
C (0.83, -0.91, -3.34)
H (-0.32, -3.29, -0.96)
H (1.03, -3.59, -2.06)
H (1.30, -3.45, -0.31)
H (2.91, 0.97, -1.16)
H (3.52, -0.51, -0.42)
H (3.52, -0.33, -2.18)
H (1.29, -0.21, -4.09)
H (0.23, -1.57, -4.02)
O (-4.53, 0.41, 3.56)
Cl (-3.39, 1.08, 2.99)
O (-3.55, 1.23, 1.52)
O (-3.13, 2.34, 3.63)
O (-2.14, 0.19, 3.17)

Atom charges from the natural (NBO) analysis, given in e for atoms 1 to 5: 1.680, -0.504, -0.952, 0.242, 0.230



Record 2
Formula: C3H4N3
Source: the Open Molecules 2025 dataset
Level of theory: the ωB97M-V functional and the def2-TZVPD basis

Properties
highest occupied orbital energy (spin up / spin down): -0.5484 / -0.5514 Eh
orbital gap (spin up / spin down): 8.52 / 8.33 eV
energy above the lowest of the compared OMol25 structures with the same formula, charge and spin: 111.2 kcal per mole
spin multiplicity: 1
electronic energy: -280.4519 Ha
total charge: +1

Element x y z (Å)
C (0.90, -0.95, 1.41)
C (-1.01, -0.99, 0.22)
C (0.93, 0.10, 0.37)
N (-0.23, -1.59, 1.21)
N (-0.53, -2.51, 1.99)
N (-0.46, 0.08, -0.17)
H (-1.88, -1.34, -0.19)
H (1.21, 1.12, 0.63)
H (1.66, -0.42, -0.23)
H (-1.04, 0.72, -0.68)

Atom charges from the natural (NBO) analysis, given in e for atoms 1 to 5: 0.292, 0.383, -0.400, -0.369, 0.155



Record 3
Formula: C44H41NO20
Source: the Open Molecules 2025 dataset
Level of theory: the ωB97M-V functional and the def2-TZVPD basis

Properties
highest occupied orbital energy: -0.3469 Eh
orbital gap: 7.77 eV
spin multiplicity: 1
electronic energy: -3260.6892 Ha
total charge: 0

Element x y z (Å)
C (5.85, 3.94, 2.66)
C (6.25, 4.19, 1.55)
C (6.83, 4.11, 0.18)
C (5.91, 3.40, -0.80)
C (5.60, 4.04, -2.02)
C (6.14, 5.41, -2.40)
C (7.70, 5.51, -2.43)
C (4.72, 3.45, -2.95)
C (4.16, 2.23, -2.65)
C (4.49, 1.59, -1.44)
C (5.37, 2.12, -0.51)
C (5.68, 1.30, 0.73)
C (7.19, 1.10, 0.99)
C (3.70, 0.29, -1.45)
O (3.90, -0.75, -0.91)
N (2.61, 0.51, -2.39)
C (1.44, 1.17, -1.82)
O (1.12, 0.60, -0.58)
C (-0.26, 0.69, -0.26)
C (-0.85, 2.08, -0.42)
O (-2.09, 2.19, 0.26)
C (-2.46, 3.54, 0.48)
C (-1.96, 4.01, 1.87)
C (3.17, 1.37, -3.41)
O (2.89, 1.34, -4.57)
H (5.28, 3.70, 3.53)
H (6.98, 5.15, -0.12)
H (7.82, 3.65, 0.22)
H (5.72, 6.18, -1.75)
H (5.79, 5.63, -3.41)
H (8.01, 6.19, -1.63)
H (8.18, 4.56, -2.20)
H (8.07, 5.95, -3.35)
H (4.48, 3.93, -3.89)
H (5.24, 0.31, 0.56)
H (5.15, 1.74, 1.57)
H (7.53, 1.63, 1.88)
H (7.80, 1.46, 0.15)
H (7.42, 0.03, 1.09)
H (1.59, 2.26, -1.69)
H (0.61, 1.05, -2.54)
H (-0.85, -0.05, -0.81)
H (-0.33, 0.42, 0.80)
H (-0.16, 2.88, -0.12)
H (-1.04, 2.26, -1.50)
H (-2.10, 4.21, -0.31)
H (-3.55, 3.58, 0.49)
H (-1.81, 5.10, 1.84)
H (-2.68, 3.77, 2.65)
H (-1.03, 3.48, 2.08)
O (-5.61, -4.12, 1.92)
C (-5.04, -3.23, 1.33)
C (-4.21, -2.23, 1.98)
C (-3.63, -1.26, 1.26)
O (-2.86, -0.32, 1.81)
C (-3.82, -1.17, -0.23)
O (-3.27, -0.26, -0.82)
C (-4.63, -2.18, -0.88)
C (-5.20, -3.14, -0.16)
O (-5.97, -4.10, -0.70)
H (-4.08, -2.31, 3.05)
H (-2.57, 0.28, 1.10)
H (-4.75, -2.12, -1.95)
H (-6.25, -4.66, 0.05)
O (-11.84, -0.85, -3.02)
C (-10.67, -0.79, -2.72)
C (-10.12, 0.19, -1.79)
C (-8.81, 0.21, -1.53)
O (-8.25, 1.07, -0.69)
C (-7.87, -0.77, -2.18)
O (-6.68, -0.68, -1.90)
C (-8.41, -1.76, -3.09)
C (-9.72, -1.77, -3.35)
O (-10.28, -2.66, -4.17)
H (-10.81, 0.89, -1.34)
H (-7.30, 0.87, -0.69)
H (-7.72, -2.46, -3.53)
H (-11.24, -2.45, -4.18)
O (5.09, 1.70, 4.76)
C (5.32, 1.30, 5.89)
C (5.41, 2.18, 7.04)
C (5.68, 1.67, 8.25)
O (5.78, 2.42, 9.34)
C (5.89, 0.19, 8.45)
O (6.15, -0.20, 9.58)
C (5.77, -0.69, 7.30)
C (5.50, -0.17, 6.10)
O (5.38, -0.93, 5.00)
H (5.26, 3.24, 6.88)
H (5.98, 1.80, 10.07)
H (5.91, -1.75, 7.46)
H (5.19, -0.31, 4.27)
O (-3.42, -10.23, -3.34)
C (-3.72, -9.06, -3.26)
C (-4.91, -8.57, -2.58)
C (-5.17, -7.26, -2.55)
O (-6.25, -6.76, -1.93)
C (-4.27, -6.25, -3.22)
O (-4.58, -5.08, -3.19)
C (-3.07, -6.74, -3.89)
C (-2.81, -8.05, -3.91)
O (-1.73, -8.56, -4.50)
H (-5.55, -9.30, -2.10)
H (-6.21, -5.79, -2.05)
H (-2.43, -6.01, -4.35)
H (-1.78, -9.53, -4.37)

Atom charges from the Löwdin analysis, given in e for atoms 1 to 5: 0.109, -0.105, -0.138, -0.089, -0.151



Which formula does entry 1 have?
C4H11Cl2FeO4Tc